No. 1
This record from OMol25 describes an isolated molecule of C4H7NO4. The level of theory is ωB97M-V/def2-TZVPD.

Values from the calculation:
Lowest unoccupied orbital energy, eV: 0.179
E_HOMO, eV: -8.81
ΔE to the lowest compared entry with this formula, charge and spin, kcal/mol: 144.1
SMILES string: O=CCC/C(O)=[N+](\[O-])O
Energy, eV: -13936.3878

The geometry in ORCA input format:
```
! wB97M-V def2-TZVPD RIJCOSX def2/J DEFGRID3
* xyz 0 1
O -2.13120 -2.23843 -0.22402
C -1.19314 -1.51222 0.02112
C -1.23321 -0.03681 0.14482
C 0.14123 0.53795 0.65723
C 1.30183 0.05356 -0.23686
O 1.16297 -0.07495 -1.55913
N 2.36855 -0.36228 0.32896
O 2.60329 -0.51174 1.53168
O 3.30866 -0.74898 -0.60135
H -0.04996 -1.96099 0.11201
H -1.90061 0.51998 0.88177
H -1.40929 0.27308 -0.88855
H -0.08147 1.63900 0.50358
H 0.42943 0.32908 1.61916
H 1.45756 0.65663 -2.23489
H 3.20730 -1.68344 -0.67258
*
```

=====

No. 2
This record from OMol25 describes an isolated molecule of C4H7NOS. The level of theory is ωB97M-V/def2-TZVPD.

Values from the calculation:
Lowest unoccupied orbital energy, eV: -1.169
E_HOMO, eV: -8.45
ΔE to the lowest compared entry with this formula, charge and spin, kcal/mol: 134.8
SMILES string: C=S(=O)=C/C=N/C
Energy, eV: -18628.7026

The geometry in ORCA input format:
```
! wB97M-V def2-TZVPD RIJCOSX def2/J DEFGRID3
* xyz 0 1
C -2.04247 -1.66580 -0.21912
S -2.03794 -0.09035 0.17926
O -3.27963 0.64251 0.09247
C -0.92480 0.98837 -0.37872
C 0.47249 0.93993 -0.14652
N 1.12866 0.07331 0.55431
C 2.54110 -0.03544 0.37842
H -2.95804 -2.08396 0.14862
H -1.23010 -2.24713 -0.41162
H -1.40955 2.00877 -0.15577
H 1.06350 1.66471 -0.87822
H 2.68134 0.47337 -0.54650
H 3.25348 0.44833 1.16092
H 2.74199 -1.11664 0.22246
*
```

=====

No. 3
This record from OMol25 describes an isolated molecule of C4H7NOS. The level of theory is ωB97M-V/def2-TZVPD.

Values from the calculation:
Lowest unoccupied orbital energy, eV: 0.848
E_HOMO, eV: -9.05
ΔE to the lowest compared entry with this formula, charge and spin, kcal/mol: 31.6
SMILES string: C[C@@]1(O)N=CCS1
Energy, eV: -18633.1804

The geometry in ORCA input format:
```
! wB97M-V def2-TZVPD RIJCOSX def2/J DEFGRID3
* xyz 0 1
C 1.39323 1.24681 -0.68691
C 0.04126 0.60623 -0.55038
O -0.71223 1.13687 -1.66965
N -0.06555 -0.81474 -0.73772
C -0.78282 -1.43737 0.11509
C -1.26186 -0.70441 1.40176
S -0.72289 0.98194 1.17787
H 1.30847 2.27462 -0.58815
H 1.76511 1.08080 -1.63631
H 2.10229 0.79267 -0.01014
H -0.00019 1.47194 -2.23519
H -0.87726 -2.50271 -0.28071
H -2.34583 -0.87397 1.48447
H -0.77268 -1.25164 2.20729
*
```

=====

No. 4
This record from OMol25 describes an isolated molecule of C4H7NOS. The level of theory is ωB97M-V/def2-TZVPD.

Values from the calculation:
Lowest unoccupied orbital energy, eV: 0.831
E_HOMO, eV: -8.16
ΔE to the lowest compared entry with this formula, charge and spin, kcal/mol: 44.9
Energy, eV: -18632.6007

The geometry in ORCA input format:
```
! wB97M-V def2-TZVPD RIJCOSX def2/J DEFGRID3
* xyz 0 1
C -0.01604 -1.62778 -0.20409
C 0.69060 -0.50033 -0.16001
C -1.41940 -1.51202 0.29324
C 0.49516 1.94976 0.10036
N 0.09286 0.60294 0.38920
O -2.34556 0.71701 -0.84144
S -1.78078 0.29453 0.42560
H 0.35783 -2.56780 -0.56373
H 1.71992 -0.41090 -0.47700
H -2.15656 -1.97134 -0.36336
H -1.52929 -1.91978 1.30144
H 0.33933 2.56066 0.99348
H 1.55884 1.97076 -0.15109
H -0.07205 2.38244 -0.73060
*
```

=====

- Number 3 is which compound?
  C4H7NOS